1.
This record from the OMol25 dataset describes a 7-piece molecular cluster, C25H57N10O6S overall at a distorted geometry. The level of theory is wB97M-V/def2-TZVPD.

F_max (eV/Å): 1.12
Total energy (Ha): -2383.73233
Net charge: +1
HOMO energy (eV): -10.4
Kohn-Sham gap (eV): 8.08

Cartesian coordinates (Å):
C -0.819587 3.770371 2.791068
H 0.875095 0.193355 1.218802
H -9.673248 -0.707761 -1.830580
N 1.264391 2.708667 -3.315201
N 2.717113 3.508098 -4.784961
H -9.110908 2.660354 -0.676722
C -1.576676 -0.462128 -3.332852
H 4.686212 2.582777 -1.580463
C -7.375757 -0.143834 -0.895160
C 6.441933 -8.048630 5.290360
C 5.020435 -1.831403 0.642889
H 5.292959 -4.894894 1.342317
H 2.861030 4.154349 -0.899428
S 0.892237 2.761965 -7.192422
C 5.300662 -7.564955 3.181807
N 0.632406 2.556904 -5.540542
H -7.384819 2.552375 -1.091672
H -5.430510 -0.781004 3.937501
O 1.649340 4.752693 2.066909
N 5.688778 -7.176279 4.408518
H 5.724762 -5.683542 5.867730
H -5.022900 0.756560 1.084192
C -1.603141 -2.407906 -4.762847
H -0.227095 1.358213 -0.595872
H -0.932049 7.123384 3.437948
H 3.559624 -4.535870 1.352685
H -0.753195 3.449200 1.751768
C 3.865751 2.217105 -0.962747
H -0.145968 3.150733 3.387099
H 1.009815 6.601242 2.625266
C -3.881373 1.872413 3.263854
H -0.197279 2.103057 -5.192595
H 4.123358 2.197601 0.086985
O 4.666567 -6.877799 2.400455
H 3.143039 3.796400 -5.651433
H -3.309265 0.349740 1.099655
H 1.052122 0.963045 -1.705971
C -8.198146 2.088479 -0.533070
N -0.420390 5.166920 2.897907
H 4.436107 -4.604975 -1.044682
C 4.556030 -4.102963 1.435503
C -1.372695 6.128555 3.420081
H 0.975968 -0.787760 -0.216868
N -1.694137 -0.967196 -4.581157
H -1.949406 0.925452 -5.432384
H -2.840603 -0.380466 -6.232234
H 3.618469 1.224173 -1.329431
H 5.883115 -8.216609 6.212642
O -3.664348 2.736902 2.427682
C -9.686220 0.339009 -1.535353
H -1.660348 5.850880 4.435416
H 5.071779 -1.611508 1.722150
H -3.701677 -1.192031 3.954170
H -2.384655 -2.903352 -4.187231
C 0.854542 1.281172 -0.686170
N -4.180675 0.598118 2.988235
O -1.393430 -1.121969 -2.334448
H 4.257458 -5.719059 4.863514
H -10.464655 0.484568 -0.784403
H -0.637473 -2.765955 -4.405375
H 5.769516 -5.097336 4.190313
O 5.195188 -0.966747 -0.202665
H -1.660167 0.641140 -3.301174
H -7.929614 2.090158 0.523621
O -6.276258 0.129457 -0.445334
H 7.402225 -7.590908 5.534387
C 1.324583 0.144820 0.230388
H 5.613495 -8.592670 2.935369
C 5.341379 -5.840867 4.863308
C 2.634992 3.126172 -1.192135
C 4.656074 -3.541700 -1.003325
H -4.320968 0.088625 5.013548
H 4.658664 -3.634263 2.412157
H 5.596090 -3.342498 -1.519230
H 2.409681 0.072058 0.260026
H -4.520877 -0.878079 1.536193
C 1.521461 2.922388 -4.598225
H -1.715667 -2.653873 -5.815650
C 0.810954 5.522560 2.509299
H -2.263889 6.145338 2.790970
N 4.753038 -3.116734 0.381638
H 0.677983 3.401406 -0.246267
C -1.904146 -0.120391 -5.736585
N -8.397146 0.722589 -0.991460
H 4.108701 4.054359 -3.292552
C 2.340915 3.143879 -2.647885
H -9.917088 0.950044 -2.409822
C -4.421771 -0.375446 4.034281
N 3.216564 3.648073 -3.529590
C -4.268684 0.176261 1.590618
H -1.836276 3.647264 3.137591
C 1.464322 2.656322 -0.325861
H 3.864782 -2.984787 -1.507437
H -7.623600 -1.151866 -1.266294
H -3.844508 2.084160 4.346972
H 1.700723 1.747645 -7.588948
H 1.866325 2.560139 0.679867
H -1.076437 -0.255034 -6.438790
H 6.620976 -9.006639 4.807853

Forces on the atoms, in the same order (eV/Å):
C 0.4 0.1 0.1
H 0.3 0.2 0.2
H 0.0 0.0 0.0
N 0.3 0.1 0.5
N -0.8 -0.4 -0.2
H 0.0 0.0 0.0
C 0.0 0.1 0.1
H 0.4 -0.1 0.3
C 0.1 -0.1 0.0
C -0.1 0.2 0.0
C 0.0 0.1 0.0
H -0.1 -0.1 0.1
H 0.2 0.1 0.0
S -0.2 0.7 -0.6
C 0.0 -0.1 -0.1
N 0.7 -0.1 -0.5
H 0.0 0.1 0.0
H 0.0 -0.1 0.1
O 0.0 0.0 -0.1
N 0.1 -0.1 0.1
H 0.0 0.0 0.0
H -0.1 0.0 -0.1
C 0.0 0.1 0.2
H -0.1 0.0 -0.1
H 0.0 0.0 0.0
H 0.0 -0.1 0.1
H -0.1 -0.1 0.0
C -0.5 0.4 -0.9
H 0.0 0.0 -0.1
H 0.0 0.0 0.0
C -0.1 0.1 0.0
H 0.0 -0.1 0.0
H 0.2 -0.1 0.1
O 0.0 0.0 0.2
H 0.2 0.1 0.1
H 0.0 -0.1 -0.1
H 0.0 0.2 -0.1
C 0.2 -0.1 0.0
N 0.0 0.1 0.0
H 0.0 0.0 0.1
C 0.0 0.2 -0.4
C 0.0 -0.2 -0.1
H 0.0 -0.1 0.1
N 0.0 0.2 -0.1
H -0.1 0.0 0.1
H 0.0 0.1 -0.1
H 0.2 -0.2 0.3
H 0.1 -0.1 0.0
O -0.1 -0.1 0.0
C 0.1 0.2 0.1
H -0.1 0.1 0.0
H 0.0 0.0 0.0
H 0.0 0.0 0.1
H 0.0 -0.1 0.0
C 0.2 -0.1 0.5
N 0.0 -0.2 0.1
O 0.1 -0.1 0.0
H 0.0 0.1 0.0
H -0.1 0.0 -0.1
H 0.0 -0.1 0.0
H 0.0 0.1 0.1
O -0.1 0.1 -0.1
H 0.0 0.0 0.0
H 0.0 0.1 0.0
O -0.3 0.0 -0.3
H 0.0 -0.1 0.1
C -0.4 -0.3 -0.7
H 0.0 0.0 0.0
C -0.1 -0.1 -0.2
C -0.2 -0.3 0.5
C 0.0 0.2 0.0
H 0.0 0.0 0.0
H 0.0 0.1 0.0
H 0.0 0.0 -0.1
H 0.1 0.1 0.3
H 0.0 0.0 0.1
C -0.4 -0.1 0.2
H 0.0 0.1 0.0
C 0.0 0.1 0.0
H 0.0 0.0 0.1
N 0.0 0.0 0.2
H 0.1 0.2 -0.2
C 0.2 -0.4 0.1
N -0.2 0.0 -0.1
H 0.1 0.0 -0.4
C -0.4 0.3 -0.8
H -0.1 -0.1 0.0
C 0.0 0.0 -0.2
N 0.6 0.2 0.8
C 0.4 0.3 0.4
H -0.1 0.1 -0.1
C -0.2 -0.7 -0.1
H 0.0 0.0 -0.1
H 0.0 0.0 0.0
H 0.0 0.0 0.0
H -0.2 -0.2 0.7
H 0.0 0.3 0.1
H -0.1 0.1 -0.1
H 0.0 0.0 0.0

2.
This record from the OMol25 dataset describes the molecule C6H9N at a distorted geometry. The level of theory is wB97M-V/def2-TZVPD.

F_max (eV/Å): 1.18
Total energy (Ha): -288.61795
HOMO energy (eV): -9.0
Kohn-Sham gap (eV): 8.60

Cartesian coordinates (Å):
H 0.061541 -1.526555 1.885103
H 0.045259 -0.031398 2.774185
H -0.403609 -0.715119 -2.736163
H -0.626134 1.277277 0.859689
C -0.533599 0.203136 0.666718
H 1.914534 0.806119 1.461423
C 0.101703 -0.026554 -0.733495
C 1.724129 -0.176397 1.953614
H -1.364573 -1.444671 -1.433194
H 0.887809 -0.787794 -0.640840
C 0.297993 -0.460184 1.770146
C -0.902044 -0.516461 -1.783190
C 0.767778 1.199626 -1.200571
H -1.689016 0.225063 -1.949466
H -1.550979 -0.205227 0.666655
N 1.269208 2.179139 -1.560614

Forces on the atoms, in the same order (eV/Å):
H 0.0 0.1 0.0
H 0.1 0.0 0.0
H -0.1 0.1 0.1
H 0.0 -0.2 -0.1
C 0.0 0.1 0.0
H 0.0 -0.1 0.1
C 0.0 -0.1 0.0
C -0.3 0.2 -0.1
H 0.1 0.1 -0.1
H -0.1 0.1 0.0
C 0.2 -0.1 -0.1
C -0.1 0.0 -0.1
C 0.5 0.9 -0.3
H 0.1 -0.1 0.0
H 0.2 0.0 0.0
N -0.5 -1.0 0.4

3.
This record from the OMol25 dataset describes C38H32BrIN3O4PtSi as an isolated structure at a distorted geometry. The level of theory is wB97M-V/def2-TZVPD.

F_max (eV/Å): 5.29
Total energy (Ha): -5212.70285
Net charge: +1
HOMO energy (alpha / beta) (eV): -10.0 / -10.0
Kohn-Sham gap (alpha / beta) (eV): 4.28 / 4.28

Cartesian coordinates (Å):
H -3.438159 -2.541054 1.451658
C 0.696441 0.689746 4.998658
C -4.742759 -3.634354 0.150458
C 4.119941 0.295346 -1.750542
H 2.967441 -4.488054 -4.350842
C -2.691059 4.220146 -0.220342
C 1.299641 -3.439954 -3.513642
H -3.125459 6.278946 0.228658
H -5.295259 -4.101554 0.951158
H -1.330559 2.821846 2.859558
C -3.001459 -2.165754 -0.613042
Pt 0.055741 0.650446 0.023958
C 1.644641 3.083946 -1.307542
I -6.655259 -5.232954 -1.600442
H 3.479041 3.888846 -3.015342
Br 5.914141 2.934746 -4.381842
O -1.738359 -0.720454 0.793858
H 0.476641 -1.636354 4.259058
H -3.315959 0.596246 -1.259642
H -0.188259 -2.340854 -2.411342
C 0.725541 -2.241454 3.408258
H -5.229759 2.145646 -1.093942
C -4.239559 2.500746 -0.855642
C 3.379841 -3.776454 -2.374042
C -0.008059 4.949246 0.136858
H 2.272141 2.108246 1.759258
C -1.325359 1.737046 2.853958
C 1.717441 2.374446 2.651058
N -1.922659 1.966846 -0.670742
C -3.152859 1.616246 -0.943042
C 4.966741 0.863246 -2.653442
C 2.586341 -3.951854 -3.496042
C -2.345259 5.542946 0.126558
N 0.673641 2.707146 -0.534342
H 1.208341 3.315646 2.475358
H 1.395641 -5.444554 2.581758
H -0.123859 0.147746 5.462358
H 5.815241 0.314246 -3.034442
H -1.740959 1.399346 1.910658
C -5.071759 -3.907154 -1.168842
C 1.079141 -2.453154 1.011658
H 0.669941 -3.584954 -4.377842
C -3.333259 -2.461654 -1.933342
H 2.429741 2.531646 3.454058
H -2.007359 1.399146 3.625558
H -4.629759 -3.554154 -3.237742
N 0.664641 -0.288654 2.008058
H 0.866741 -4.026854 4.542258
C -1.034459 5.883246 0.328358
C -3.706859 -2.762054 0.429758
C 0.805041 -2.757854 -2.417042
H 1.021341 5.252046 0.270558
C 2.892641 -3.108354 -1.264742
C 1.597541 -2.597354 -1.286842
O 1.064941 -1.904754 -0.210342
C -1.662259 3.252546 -0.353842
H 1.488841 -4.441454 0.352558
C 4.733541 2.174046 -3.104842
H -4.823059 4.497846 -0.375642
H 1.596641 4.097446 -1.715042
C 0.937041 -3.581854 3.563358
C -4.369159 -3.329254 -2.215142
H 0.774941 1.646546 5.507958
C 3.653941 2.887446 -2.650842
C 2.758041 2.322446 -1.725942
C 1.233741 -4.385754 2.459958
H 4.287341 -0.708654 -1.397742
Si 0.436841 1.036146 3.136858
C -0.302859 3.647246 -0.219242
H 1.619241 0.152746 5.197858
H 3.513241 -2.975954 -0.390642
O -1.232759 -0.760854 -1.326842
C 2.985041 0.991646 -1.223842
O 2.277741 0.448846 -0.329242
C 1.296241 -3.815254 1.208758
C -1.926159 -1.171454 -0.358342
H 4.381741 -4.175654 -2.361042
C -4.011959 3.794246 -0.471542
H -2.771759 -1.996954 -2.731242
C 0.804441 -1.590654 2.143858
H -0.770559 6.892046 0.603458

Forces on the atoms, in the same order (eV/Å):
H 0.0 0.1 0.1
C -0.2 -0.2 -0.8
C -0.1 -0.1 0.0
C -0.3 0.0 0.2
H 0.1 0.0 -0.1
C 0.4 -0.3 -0.2
C 0.2 -0.1 0.0
H -0.1 0.1 0.1
H 0.0 0.0 0.1
H 0.2 0.2 0.0
C -0.2 0.0 -0.1
Pt -0.5 4.8 -2.1
C 0.6 -0.3 -0.2
I 0.3 0.3 0.1
H 0.0 0.1 0.0
Br -0.1 0.0 0.1
O 0.3 -0.4 0.9
H 0.0 0.1 0.2
H 0.0 -0.1 0.1
H -0.1 0.0 0.0
C -0.5 -0.8 0.6
H -0.1 0.0 0.0
C 0.1 0.3 0.0
C 0.0 0.0 0.0
C 0.0 -0.7 -0.1
H 0.1 -0.1 -0.2
C 0.5 -0.6 0.0
C -0.4 -0.8 0.2
N 0.8 -0.8 0.6
C 0.0 -0.3 0.0
C -0.2 0.2 0.0
C -0.1 0.0 0.0
C 0.3 0.1 0.1
N -0.1 -2.1 0.6
H -0.2 0.2 -0.1
H 0.0 -0.1 0.0
H -0.1 -0.1 0.0
H 0.0 0.0 0.0
H -0.1 0.0 -0.1
C -0.3 -0.3 -0.1
C 0.3 0.2 -1.1
H 0.0 0.0 -0.1
C 0.1 0.0 0.1
H 0.1 0.0 0.2
H -0.1 -0.1 0.3
H 0.0 0.0 -0.1
N 1.2 -1.1 -0.7
H 0.0 0.0 0.2
C -0.4 0.1 -0.1
C 0.1 0.1 -0.2
C -0.1 0.2 0.5
H 0.1 0.0 0.0
C -0.2 0.3 0.2
C 0.3 -0.8 -1.2
O 0.0 -0.4 1.6
C 0.2 0.7 0.1
H 0.0 0.0 -0.1
C -0.2 0.5 -0.1
H -0.1 0.1 0.0
H -0.1 -0.1 0.2
C 0.0 0.8 0.7
C -0.1 -0.1 -0.1
H 0.0 0.2 0.0
C 0.6 -0.2 -0.4
C -0.2 -0.7 0.4
C 0.0 0.5 -0.7
H 0.0 -0.1 0.1
Si -0.3 2.1 0.9
C -0.7 1.0 0.5
H 0.2 -0.1 0.0
H 0.1 0.0 0.1
O -0.2 -0.8 0.0
C 0.6 0.9 -1.0
O -0.9 -1.2 1.2
C 0.1 -0.6 -0.1
C 0.0 -0.2 -0.9
H 0.1 0.0 0.1
C 0.0 -0.3 -0.1
H 0.0 0.0 0.0
C -0.5 0.9 -0.4
H 0.0 0.1 0.0

Which formula does entry 3 have?
C38H32BrIN3O4PtSi

Among the records above, which one has the lowest F_max?
C25H57N10O6S

Which formula does entry 2 have?
C6H9N

The highest F_max belongs to which entry?
C38H32BrIN3O4PtSi